Record 1
Formula: C2H3NO2
Source: OMol25
Level of theory: the ωB97M-V functional and the def2-TZVPD basis

```
8
Properties=species:S:1:pos:R:3:lowdin_charge:R:1
O -0.7093 -1.8250 0.4889 0.0524
C 0.3343 -1.2089 0.5684 -0.3032
N 0.6301 0.0327 0.0169 0.0921
C -0.2745 0.9520 -0.4553 -0.3489
O -0.0795 2.0849 -0.6756 0.0967
H 1.2610 -1.5662 1.0265 0.1299
H 1.5720 0.3006 0.1865 0.1318
H -1.2926 0.4995 -0.5164 0.1492
```

Structure (SMILES): O=CNC=O
Electronic energy in Eh: -283.25050
Frontier orbital gap in eV: 11.141
Multiplicity: 1
Maximum force in eV Å⁻¹: 3.506
ΔE to the lowest compared entry with this formula, charge and spin in kJ/mol: 19.7

Record 2
Formula: C21H56BNO19S6
Source: OMol25
Level of theory: the ωB97M-V functional and the def2-TZVPD basis

```
104
Properties=species:S:1:pos:R:3:lowdin_charge:R:1
C -1.2216 7.4586 3.3435 -0.0645
C -1.1287 6.0545 3.9128 -0.2638
O -1.4738 5.0648 2.9400 -0.2803
S -0.3948 4.7043 1.7878 0.5961
C -1.2001 3.2518 1.1737 -0.1136
O 0.8447 4.3172 2.4100 -0.2869
O -0.4515 5.7146 0.7668 -0.2721
H -0.4636 7.6223 2.5749 0.0738
H -1.0713 8.2033 4.1279 0.0849
H -2.1958 7.6232 2.8773 0.0723
H -0.1345 5.8591 4.3247 0.1154
H -1.8434 5.9539 4.7333 0.1219
H -1.1987 2.4907 1.9529 0.0559
H -0.6417 2.9005 0.3049 0.0618
H -2.2174 3.5091 0.8819 0.0704
C -6.5188 9.3628 -0.5562 -0.0762
C -6.9762 7.9176 -0.4817 -0.2670
O -5.9891 7.0807 0.1236 -0.2639
S -5.8077 7.1422 1.7278 0.6015
C -4.7828 5.7089 1.8911 -0.1245
O -7.0769 6.8810 2.3523 -0.2784
O -5.0217 8.2998 2.0621 -0.2837
H -6.4314 9.7997 0.4405 0.0700
H -7.2310 9.9638 -1.1255 0.0809
H -5.5359 9.4326 -1.0272 0.0859
H -7.9303 7.8310 0.0462 0.1162
H -7.1328 7.5394 -1.4945 0.1226
H -5.3573 4.8292 1.6024 0.0762
H -4.4782 5.6322 2.9342 0.0745
H -3.9057 5.8280 1.2558 0.0690
C -0.6511 -4.4422 0.5101 -0.0760
C -1.3756 -3.1753 0.1000 -0.2558
O -1.6473 -2.3307 1.2219 -0.2590
S -0.4280 -1.4788 1.8460 0.6027
C -1.4001 -0.4209 2.8800 -0.1167
O 0.1727 -0.6866 0.8045 -0.2891
O 0.3558 -2.3384 2.6931 -0.2812
H 0.3532 -4.2189 0.8744 0.0650
H -0.5572 -5.1233 -0.3376 0.0827
H -1.1835 -4.9494 1.3183 0.0825
H -0.8142 -2.6300 -0.6640 0.1109
H -2.3411 -3.4401 -0.3370 0.1250
H -2.0272 0.2094 2.2504 0.0655
H -0.7157 0.1935 3.4648 0.0786
H -2.0066 -1.0366 3.5429 0.0703
C -1.0004 -4.2711 4.8923 -0.0776
C -1.4724 -3.7464 6.2355 -0.2615
O -2.8837 -3.9030 6.3998 -0.2686
S -3.4602 -5.3755 6.7338 0.6002
C -5.1031 -4.8787 7.1665 -0.1243
O -2.8018 -5.8796 7.9089 -0.2788
O -3.5242 -6.1364 5.5151 -0.2810
H -1.1171 -5.3551 4.8308 0.0746
H 0.0539 -4.0373 4.7347 0.0781
H -1.5869 -3.8365 4.0799 0.0716
H -0.9338 -4.2247 7.0586 0.1173
H -1.2645 -2.6752 6.2940 0.1205
H -5.0619 -4.2682 8.0679 0.0740
H -5.6859 -5.7806 7.3495 0.0764
H -5.5325 -4.3201 6.3361 0.0737
C 5.6889 -4.3798 -1.2417 -0.0735
C 4.6845 -3.3846 -0.6901 -0.2655
O 3.9865 -2.7032 -1.7338 -0.2643
S 2.8198 -3.4950 -2.5237 0.6203
C 2.1323 -2.0989 -3.3661 -0.1023
O 1.8588 -3.9843 -1.5714 -0.2738
O 3.4246 -4.3595 -3.5030 -0.2929
H 5.1866 -5.2031 -1.7533 0.0704
H 6.2940 -4.8032 -0.4372 0.0817
H 6.3474 -3.9003 -1.9694 0.0852
H 3.9796 -3.8698 -0.0087 0.1174
H 5.2154 -2.6221 -0.1153 0.1184
H 1.7047 -1.4178 -2.6306 0.0711
H 1.3555 -2.4647 -4.0370 0.0798
H 2.9189 -1.6106 -3.9395 0.0809
C 1.8924 -3.3628 -10.0145 -0.0778
C 2.5239 -4.7204 -9.7658 -0.2697
O 3.4592 -4.6793 -8.6875 -0.2668
S 2.8882 -4.6294 -7.1753 0.6027
C 4.4159 -4.9555 -6.3463 -0.1174
O 2.0007 -5.7437 -6.9750 -0.2766
O 2.4890 -3.2789 -6.8749 -0.2903
H 1.2594 -3.0640 -9.1768 0.0689
H 1.2725 -3.3846 -10.9134 0.0799
H 2.6607 -2.5951 -10.1293 0.0846
H 1.7622 -5.4843 -9.5857 0.1157
H 3.0808 -5.0240 -10.6554 0.1215
H 4.7478 -5.9624 -6.5980 0.0781
H 4.2334 -4.8748 -5.2749 0.0300
H 5.1510 -4.2139 -6.6565 0.0783
B 6.6607 1.9920 -0.4709 0.0503
C 5.1797 1.2892 -0.6050 -0.2111
C 4.1066 2.4757 -0.4562 -0.1546
C 2.7119 2.1970 -1.1646 -0.4034
N 1.5877 1.6509 -0.3391 0.0746
O 2.4470 2.4318 -2.3591 0.0451
H 6.6992 2.9748 0.1990 0.0245
H 7.6278 1.5634 -1.0153 0.0131
H 5.1254 0.5696 0.2947 0.1108
H 5.0987 0.7356 -1.5996 0.1032
H 4.5716 3.4132 -0.9064 0.1144
H 3.8944 2.6440 0.6488 0.1198
H 1.8456 0.6932 -0.0426 0.0626
H 1.6172 2.2200 0.5312 0.0628
```

Structure (SMILES): CCOS(C)(=O)=O.CCOS(C)(=O)=O.CCOS(C)(=O)=O.CCOS(C)(=O)=O.CCOS(C)(=O)=O.CCOS(C)(=O)=O.BCCC(N)=O
Electronic energy in Eh: -4731.89620
Frontier orbital gap in eV: 9.895
Multiplicity: 1
Maximum force in eV Å⁻¹: 3.876

Record 3
Formula: C5H4N2O
Source: OMol25
Level of theory: the ωB97M-V functional and the def2-TZVPD basis

```
12
Properties=species:S:1:pos:R:3:lowdin_charge:R:1
O -3.2406 0.0669 -0.0637 0.1048
C -2.1457 -0.3745 -0.0786 -0.2690
C -0.9809 0.4917 0.0533 0.0217
C 0.2967 0.1413 0.1637 -0.1712
C 1.5382 1.1127 -0.0004 -0.0711
N 2.5679 0.3895 -0.1241 0.0212
N 2.1758 -0.9775 -0.0883 0.0517
C 0.9243 -1.1079 0.1277 -0.1373
H -1.8740 -1.4436 -0.2062 0.1278
H -1.2257 1.4894 0.1424 0.1002
H 1.4758 2.2400 -0.0468 0.1310
H 0.4881 -2.0281 0.1212 0.0900
```

Structure (SMILES): O=CC=C1C=NN=C1
Electronic energy in Eh: -377.57206
Frontier orbital gap in eV: 8.682
Multiplicity: 1
Maximum force in eV Å⁻¹: 3.099
ΔE to the lowest compared entry with this formula, charge and spin in kJ/mol: 241.5

Record 4
Formula: C3H8OSSi
Source: OMol25
Level of theory: the ωB97M-V functional and the def2-TZVPD basis

```
14
Properties=species:S:1:pos:R:3:lowdin_charge:R:1
C -1.4885 0.0224 -0.4808 -0.7999
C -2.5196 -0.0051 -1.6536 -0.0867
C 0.8989 0.6299 1.7036 -0.3630
O -1.2837 -0.9788 0.2201 -0.0169
Si 2.1152 -0.2757 0.6139 0.5284
S -0.5886 1.5217 -0.3379 0.8309
H -2.8544 -1.0544 -1.8846 0.0950
H -1.9700 0.2728 -2.5164 0.0497
H -3.3817 0.5194 -1.2881 0.0704
H 0.0581 0.1538 2.0841 -0.0494
H 1.2334 1.6732 1.9891 0.0060
H 2.9321 0.3598 -0.4700 -0.0764
H 2.9133 -0.5867 1.7356 -0.0998
H 1.2930 -1.3882 0.2605 -0.0884
```

Electronic energy in Eh: -881.82762
Frontier orbital gap (alpha / beta) in eV: 7.810 / 6.302
Multiplicity: 3
Maximum force in eV Å⁻¹: 3.939
⟨S²⟩: 2.02
ΔE to the lowest compared entry with this formula, charge and spin in kJ/mol: 58.1

Record 5
Formula: C13H26BCl6F3NO4Si
Source: OMol25
Level of theory: the ωB97M-V functional and the def2-TZVPD basis

```
55
Properties=species:S:1:pos:R:3:lowdin_charge:R:1
C -0.6305 3.3275 0.6777 -0.1691
Si -0.2729 3.0365 -1.1713 0.6198
C -1.8261 3.5714 -2.1047 -0.1580
C 1.2323 4.0828 -1.6564 -0.1888
C 0.0300 1.1941 -1.5939 -0.2887
O -1.2271 0.5540 -1.8083 -0.0543
B -1.4524 -0.0477 -0.4951 -0.8207
C -2.8482 -0.8896 -0.4027 -0.0921
O -3.9229 0.0312 -0.8411 -0.1257
N -4.3964 0.7227 0.2528 -0.0712
O -4.5747 1.8696 0.0228 0.0161
O -0.1601 -0.7826 -0.2806 -0.0168
C 0.7308 0.2652 -0.5189 -0.2322
C 2.1771 -0.1703 -0.7620 -0.6073
F 2.7293 0.5035 -1.7655 0.1393
F 2.3157 -1.4444 -1.0455 0.1734
F 2.9271 0.0836 0.3144 0.1235
H -0.1563 4.2411 1.0396 0.0181
H -0.3767 2.4757 1.2960 0.0039
H -1.6992 3.4853 0.8116 0.0207
H -2.3174 2.7534 -2.6244 0.0278
H -2.5497 3.9609 -1.3932 0.0172
H -1.6519 4.3646 -2.8361 0.0168
H 1.0976 5.1291 -1.3858 0.0177
H 1.4238 4.0267 -2.7279 0.0198
H 2.1297 3.7474 -1.1377 0.0207
H 0.5336 1.2456 -2.5681 0.1121
H -1.4899 0.7044 0.4702 0.0728
H -3.0840 -1.1373 0.6271 0.0452
H -2.8973 -1.7376 -1.0766 0.0402
H 0.7739 0.7701 0.4569 0.1335
Cl 0.7595 -2.3330 4.2866 0.5414
C -0.9590 -2.7938 4.1626 -0.6625
C -1.5526 -2.3404 2.8543 -0.6463
Cl -1.6961 -0.5758 2.7557 0.6473
H -1.4873 -2.3682 5.0122 0.0636
H -1.0040 -3.8801 4.2350 0.0681
H -2.5569 -2.7492 2.7407 0.0765
H -0.9493 -2.6708 2.0096 0.0770
Cl 5.7783 -1.9463 5.0528 0.5172
C 4.5725 -1.4735 3.8222 -0.6633
C 4.9084 -0.1584 3.1683 -0.6568
Cl 4.7383 1.2158 4.2923 0.5302
H 3.5976 -1.4409 4.3039 0.0330
H 4.5596 -2.2626 3.0725 0.0759
H 4.2258 0.0216 2.3389 0.0541
H 5.9261 -0.1539 2.7853 0.0674
Cl 0.4023 -4.1991 -4.8143 0.5171
C -1.0851 -3.2111 -4.8129 -0.6631
C -1.3663 -2.5934 -3.4675 -0.6433
Cl -1.8238 -3.8089 -2.2486 0.5673
H -1.9057 -3.8459 -5.1391 0.0615
H -0.9417 -2.4243 -5.5519 0.0703
H -2.2003 -1.8977 -3.5484 0.0817
H -0.5076 -2.0470 -3.0833 0.0718
```

Electronic energy in Eh: -4241.82397
Frontier orbital gap in eV: 7.627
Net charge: -1
Multiplicity: 1
Maximum force in eV Å⁻¹: 1.563

Record 6
Formula: C23H26N3S4Ti
Source: OMol25
Level of theory: the ωB97M-V functional and the def2-TZVPD basis

```
57
Properties=species:S:1:pos:R:3:lowdin_charge:R:1
Ti -0.0314 0.3757 -0.3302 0.1324
S -0.7989 0.0043 -2.7156 0.5933
C -1.9986 -1.2389 -2.3787 -0.7144
C -2.2097 -2.2735 -3.3052 -0.1276
C -3.1413 -3.2739 -3.0889 -0.0878
C -3.9236 -3.2734 -1.9382 -0.0874
C -3.7516 -2.2565 -1.0135 -0.1110
C -2.7844 -1.2765 -1.2129 -0.5455
S -2.5522 0.0175 -0.0002 0.9703
C -2.4259 -0.9647 1.5290 -0.3579
C -1.1255 -0.8577 2.3005 -0.3170
C -1.0683 -1.4666 3.5488 -0.0216
C 0.1028 -1.3964 4.2759 -0.0290
C 1.1797 -0.6906 3.7607 -0.0029
C 1.0547 -0.0868 2.5217 -0.3177
C 2.1481 0.7802 1.9753 -0.3418
S 2.4935 0.4239 0.2091 0.9104
C 3.0002 2.0398 -0.3130 -0.5427
C 4.3520 2.2848 -0.5302 -0.1099
C 4.7670 3.5431 -0.9255 -0.0860
C 3.8169 4.5458 -1.0887 -0.0714
C 2.4748 4.2975 -0.8665 -0.1093
C 2.0232 3.0315 -0.4798 -0.6687
S 0.2968 2.7757 -0.2249 0.5897
N -0.0673 -0.2148 1.7872 0.0192
H -1.6324 -2.2580 -4.2221 0.1038
H -3.2789 -4.0450 -3.8367 0.1063
H -4.6775 -4.0322 -1.7799 0.1048
H -4.3863 -2.2133 -0.1362 0.1112
H -3.2342 -0.6728 2.2007 0.0961
H -2.6056 -2.0078 1.2663 0.0826
H -1.9385 -1.9809 3.9340 0.1266
H 0.1712 -1.8660 5.2484 0.1200
H 2.0994 -0.5840 4.3180 0.1230
H 1.8159 1.8208 1.9975 0.0871
H 3.0539 0.6670 2.5662 0.0923
H 5.0690 1.4861 -0.3862 0.1004
H 5.8150 3.7421 -1.1020 0.1044
H 4.1277 5.5356 -1.3976 0.1093
H 1.7445 5.0842 -1.0024 0.1036
N 1.7368 -4.6997 -0.9518 0.0618
C 1.2063 -3.9259 -2.1395 -0.0786
C 1.1380 -2.4592 -1.7775 -0.2213
N 0.3162 -2.2027 -0.5964 -0.0779
C 0.8039 -2.9642 0.5445 -0.1803
C 0.8940 -4.4605 0.2742 -0.0803
H 2.6940 -4.3927 -0.7662 0.1840
H 1.7814 -5.6962 -1.1632 0.1826
H 0.2203 -4.3361 -2.3608 0.1370
H 1.8741 -4.1111 -2.9791 0.1419
H 0.7422 -1.8813 -2.6168 0.0552
H 2.1414 -2.0630 -1.5805 0.1193
H -0.6617 -2.4089 -0.8010 0.0973
H 0.1563 -2.8200 1.4105 0.1158
H 1.7908 -2.5740 0.8159 0.1254
H -0.0854 -4.8863 0.0554 0.1420
H 1.3448 -5.0018 1.1044 0.1388
```

Electronic energy in Eh: -3498.38786
Frontier orbital gap (alpha / beta) in eV: 5.261 / 6.223
Net charge: +1
Multiplicity: 3
Maximum force in eV Å⁻¹: 0.470
⟨S²⟩: 2.01

Record 7
Formula: C6H10O
Source: OMol25
Level of theory: the ωB97M-V functional and the def2-TZVPD basis

```
17
Properties=species:S:1:pos:R:3:lowdin_charge:R:1
C -0.6874 -0.8632 -1.1913 -0.0774
C 0.5830 -0.6069 -0.3950 -0.3020
C 1.3800 0.6977 -0.6801 -0.0746
C 1.2572 1.0838 0.7979 -0.2334
O 0.0301 1.8348 1.0212 -0.0287
C -0.7251 0.7797 1.3270 0.0301
C 0.4486 -0.1829 1.1068 -0.2020
H -1.2354 -1.7237 -0.7927 0.0765
H -0.4455 -1.0688 -2.2404 0.0789
H -1.3610 0.0001 -1.1610 0.0714
H 1.2446 -1.4768 -0.4622 0.1350
H 2.4079 0.5286 -1.0107 0.1142
H 0.8993 1.4146 -1.3529 0.1229
H 2.0971 1.4982 1.3572 0.1489
H -3.5619 -0.7145 0.7932 0.0259
H -2.9922 -0.2774 1.0040 -0.0212
H 0.6607 -0.9232 1.8790 0.1354
```

Electronic energy in Eh: -309.67295
Frontier orbital gap in eV: 9.368
Multiplicity: 1
Maximum force in eV Å⁻¹: 0.307
ΔE to the lowest compared entry with this formula, charge and spin in kJ/mol: 444.8